[1]
Molecular formula: C22H44N2O2S
Method: DFT, ωB97M-V/def2-TZVPD

Atoms and positions in Å:
C1 -4.5170 -3.3167 -5.9292
N1 -4.8082 -2.6340 -7.1359
N2 -4.6519 -1.2734 -6.9502
C2 -4.2904 -1.1544 -5.5814
S1 -3.8724 0.2890 -4.5267
C3 -2.3215 -0.2688 -3.6106
C4 -1.0287 -0.3083 -4.5573
C5 0.2807 -0.9145 -3.7984
C6 1.1557 -1.8763 -4.7388
C7 2.6277 -1.3500 -5.0605
C8 3.7986 -2.4827 -4.9251
C9 4.5664 -2.5507 -6.3664
C10 4.1289 -1.0626 -6.8627
O1 2.7263 -1.0561 -6.4975
O2 -4.1966 -2.3917 -4.8953
H1 -4.5138 -4.4333 -5.7259
H2 -2.5605 -1.3150 -3.1984
H3 -2.1817 0.4461 -2.7334
H4 -0.7705 0.7582 -4.8579
H5 -1.2371 -1.0052 -5.4370
H6 -0.0868 -1.5539 -2.9082
H7 0.9020 -0.0705 -3.3223
H8 0.6139 -2.0405 -5.7268
H9 1.2646 -2.8975 -4.2323
H10 3.0706 -0.4790 -4.4721
H11 4.6812 -2.2132 -4.2349
H12 3.4360 -3.5671 -4.8258
H13 5.6983 -2.7229 -6.2209
H14 4.2225 -3.3547 -7.1035
H15 4.6074 -0.3191 -6.1408
H16 4.4103 -0.9996 -7.9628
C11 -2.1189 1.0287 3.7546
C12 -1.8741 0.6173 2.3088
C13 -1.9665 1.7852 1.3241
C14 -3.3382 2.4650 1.2493
C15 -4.5014 1.5420 0.8833
C16 -4.3618 0.9202 -0.4994
H17 -3.1243 1.4321 3.8938
H18 -2.0133 0.1650 4.4145
H19 -1.3961 1.7874 4.0691
H20 -2.5736 -0.1760 2.0284
H21 -0.8708 0.1821 2.2353
H22 -1.6802 1.4304 0.3290
H23 -1.2218 2.5410 1.5994
H24 -3.2817 3.2744 0.5126
H25 -3.5594 2.9465 2.2074
H26 -5.4285 2.1244 0.9117
H27 -4.6150 0.7518 1.6321
H28 -4.2961 1.6941 -1.2690
H29 -5.2316 0.2972 -0.7216
H30 -3.4753 0.2857 -0.5699
C17 1.1190 -0.3595 5.0571
C18 1.0243 0.4353 6.3526
C19 1.6445 1.8308 6.2521
C20 3.1482 1.8537 5.9565
C21 4.0199 1.1018 6.9633
C22 3.9484 1.6809 8.3698
H31 2.1574 -0.5359 4.7675
H32 0.6377 -1.3325 5.1766
H33 0.6186 0.1696 4.2412
H34 1.4864 -0.1313 7.1667
H35 -0.0335 0.5458 6.6172
H36 1.4474 2.3717 7.1827
H37 1.1295 2.3919 5.4636
H38 3.4751 2.8989 5.9146
H39 3.3299 1.4426 4.9580
H40 5.0597 1.1439 6.6213
H41 3.7500 0.0413 6.9882
H42 4.2616 2.7281 8.3755
H43 4.6116 1.1274 9.0393
H44 2.9388 1.6196 8.7816

Properties
Lowest unoccupied orbital energy: 0.42 eV
SMILES: c1nnc(SCCCC[C@H]2CCCO2)o1.CCCCCC.CCCCCC
E_tot: -41433.79943 eV
Orbital gap: 9.40 eV



[2]
Molecular formula: C22H44N3O2P3Pd
Method: DFT, ωB97M-V/def2-TZVPD

Atoms and positions in Å:
Pd1 0.3625 -0.0954 -0.7121
P1 0.6265 -2.1251 -1.4668
P2 2.3271 0.1789 0.6979
P3 -2.0453 0.5132 -0.6106
H1 1.3700 2.4513 -0.0633
C1 0.3619 2.6012 0.3483
C2 0.0521 2.5679 1.6541
H2 0.7925 2.3220 2.4115
C3 1.7625 -2.0121 -2.8689
C4 1.3486 -3.2771 -0.2702
C5 -0.9249 -2.8528 -2.0424
C6 3.0599 1.5804 1.6298
C7 2.4527 -1.0255 2.0684
C8 3.7805 -0.2930 -0.3170
C9 -2.7393 2.0152 0.1854
C10 -2.9968 -0.6975 0.3990
C11 -2.9932 0.3984 -2.1720
H3 -0.3876 2.7883 -0.4212
H4 -0.9796 2.6544 2.0012
H5 1.4626 -2.7905 -3.5796
H6 2.8014 -2.1848 -2.5468
H7 1.6864 -1.0377 -3.3834
H8 1.4113 -4.2554 -0.7668
H9 0.7004 -3.3616 0.6160
H10 2.3523 -2.9474 0.0346
H11 -0.6466 -3.7382 -2.6306
H12 -1.4911 -2.1369 -2.6610
H13 -1.5183 -3.1680 -1.1701
H14 4.1426 1.4115 1.6764
H15 2.6624 1.5938 2.6516
H16 2.8780 2.5426 1.1516
H17 3.5057 -1.3233 2.1563
H18 1.8200 -1.9031 1.9195
H19 2.1272 -0.5119 2.9796
H20 4.6705 0.0230 0.2411
H21 3.7498 0.2347 -1.2779
H22 3.8166 -1.3756 -0.4810
H23 -3.7069 2.2419 -0.2778
H24 -2.1055 2.8975 0.1069
H25 -2.8898 1.8027 1.2516
H26 -4.0052 -0.2749 0.5644
H27 -2.5059 -0.8731 1.3707
H28 -3.0871 -1.6467 -0.1509
H29 -3.9909 0.8302 -2.0180
H30 -3.1058 -0.6512 -2.4654
H31 -2.4754 0.9408 -2.9727
C12 -0.2218 1.3641 -4.4913
C13 0.5873 0.7329 -5.4486
C14 0.4746 1.1293 -6.7821
C15 -0.4273 2.1307 -7.1524
C16 -1.3092 2.6580 -6.2033
C17 -1.2031 2.2910 -4.8604
O1 -0.0982 1.1133 -3.1357
H32 0.8311 0.8236 -2.8296
H33 1.2895 -0.0393 -5.1379
H34 1.0955 0.6437 -7.5335
H35 -0.4425 2.4884 -8.1860
H36 -2.0730 3.3700 -6.5016
H37 -1.8272 2.7291 -4.0837
C18 0.1697 0.9539 6.9229
N1 -0.3182 0.1281 5.8157
C19 -1.2217 -0.8486 6.0614
C20 -1.6268 -1.6758 5.0589
C21 -1.0517 -1.4445 3.7809
N2 -0.2018 -0.4722 3.5130
C22 0.2548 0.2874 4.5503
O2 1.1427 1.1423 4.3858
N3 -1.4721 -2.2215 2.7171
H38 0.7518 1.7882 6.5086
H39 0.8030 0.3384 7.5886
H40 -0.7040 1.3164 7.4887
H41 -1.5659 -0.9008 7.0884
H42 -2.3330 -2.4861 5.2124
H43 -1.9625 -3.0843 2.9435
H44 -0.8291 -2.2870 1.9212

Properties
Net charge: +4
Spin multiplicity: 5
ΔE to the lowest compared entry with this formula, charge and spin: 0.0 kcal/mol
Lowest unoccupied orbital energy (spin up / spin down): -10.71 / -14.52 eV
E_tot: -63396.64940 eV
Orbital gap (spin up / spin down): 7.65 / 5.35 eV



[3]
Molecular formula: C22H44N3OP3STl
Method: DFT, ωB97M-V/def2-TZVPD

Atoms and positions in Å:
Tl1 -0.2331 0.6114 0.6200
P1 1.8516 2.0619 1.6329
P2 -1.7750 1.1714 2.7838
P3 -1.3558 2.7526 -0.7365
H1 0.4855 -4.7361 -7.3585
C1 0.6876 -3.7279 -7.7468
C2 1.9325 -3.2472 -7.8291
H2 2.8009 -3.8404 -7.5076
C3 3.1760 0.9760 2.2617
C4 1.4820 3.1927 3.0188
C5 2.7429 3.0730 0.3996
C6 -3.3272 0.2680 2.4494
C7 -1.2898 0.5525 4.4163
C8 -2.2548 2.8952 3.1075
C9 -0.8886 2.8482 -2.4926
C10 -1.2669 4.4654 -0.1506
C11 -3.1399 2.3447 -0.8104
H3 -0.1773 -3.1520 -8.1045
H4 2.1418 -2.2591 -8.2636
H5 3.2810 0.1247 1.5733
H6 2.8903 0.5781 3.2452
H7 4.1226 1.5353 2.3100
H8 0.9634 2.6430 3.8204
H9 0.8408 4.0143 2.6625
H10 2.4269 3.6081 3.4060
H11 3.2271 2.4105 -0.3335
H12 3.5029 3.6765 0.9231
H13 2.0363 3.7345 -0.1228
H14 -4.0389 0.4020 3.2775
H15 -3.0881 -0.7984 2.3372
H16 -3.7761 0.6127 1.5101
H17 -1.9783 0.9266 5.1857
H18 -0.2646 0.8648 4.6451
H19 -1.2937 -0.5436 4.4166
H20 -2.8321 2.9427 4.0423
H21 -2.8600 3.3023 2.2881
H22 -1.3531 3.5141 3.2189
H23 -1.4488 3.6554 -2.9842
H24 -1.0887 1.8943 -2.9973
H25 0.1913 3.0314 -2.5716
H26 -2.0612 5.0649 -0.6227
H27 -0.2832 4.8846 -0.4109
H28 -1.3820 4.4966 0.9429
H29 -3.6141 2.9075 -1.6290
H30 -3.6304 2.5776 0.1465
H31 -3.2489 1.2670 -1.0000
C12 0.5523 -0.6438 -2.7467
C13 -0.8461 -0.8747 -2.8065
C14 -1.3681 -1.8816 -3.6115
C15 -0.5236 -2.5922 -4.4732
C16 0.8509 -2.3209 -4.4893
C17 1.3918 -1.3796 -3.6248
S1 1.2714 0.5019 -1.7241
H32 -1.8127 -0.2181 -0.0034
H33 -1.5051 -0.2442 -2.2055
H34 -2.4419 -2.1012 -3.5752
H35 -0.9376 -3.3371 -5.1500
H36 1.5037 -2.8468 -5.1884
H37 2.4606 -1.1720 -3.5983
C18 2.0741 -3.3063 4.5030
N1 1.4399 -3.1977 3.1922
C19 1.3376 -4.2684 2.3595
C20 0.7257 -4.1356 1.1365
C21 0.1300 -2.8743 0.8330
N2 0.3230 -1.8063 1.6190
C22 1.0033 -1.9268 2.7949
O1 1.2045 -0.9473 3.5411
N3 -0.6741 -2.6788 -0.2237
H38 1.4979 -3.9718 5.1493
H39 2.0905 -2.3027 4.9329
H40 3.0910 -3.6928 4.4143
H41 1.7607 -5.2050 2.7111
H42 0.6350 -4.9762 0.4600
H43 -0.7986 -3.3293 -0.9877
H44 -1.2688 -1.8482 -0.2079

Properties
Net charge: +3
ΔE to the lowest compared entry with this formula, charge and spin: 0.0 kcal/mol
Lowest unoccupied orbital energy (spin up / spin down): -12.52 / -11.33 eV
E_tot: -73413.40416 eV
Orbital gap (spin up / spin down): 3.07 / 4.25 eV



[4]
Molecular formula: C22H44NO6S2
Method: DFT, ωB97M-V/def2-TZVPD

Atoms and positions in Å:
C1 4.1036 -0.3645 1.1206
C2 3.3455 -0.0554 -0.1799
C3 4.0911 0.8674 -1.1462
C4 4.6085 2.1930 -0.5556
C5 3.6589 2.9101 0.4169
C6 3.3385 4.3439 -0.0029
C7 2.5685 4.4431 -1.3304
C8 1.0765 4.3725 -1.1760
C9 0.2266 5.4368 -1.4856
C10 -1.1517 5.3105 -1.3169
C11 -1.6679 4.1239 -0.8400
N1 -0.8495 3.0948 -0.5370
C12 -1.4777 1.8159 -0.0626
C13 -0.4693 0.8905 0.5912
C14 -2.2381 1.1634 -1.2147
C15 -1.3525 0.6733 -2.3588
C16 0.4800 3.2055 -0.6975
H1 4.9900 0.2583 1.2354
H2 4.4269 -1.4032 1.1467
H3 3.4795 -0.2035 2.0008
H4 2.3646 0.3722 0.0550
H5 3.1261 -0.9919 -0.6891
H6 3.4394 1.0821 -1.9995
H7 4.9462 0.3257 -1.5581
H8 5.5684 2.0245 -0.0672
H9 4.8314 2.8582 -1.3948
H10 4.0872 2.9343 1.4197
H11 2.7295 2.3462 0.5117
H12 4.2728 4.8963 -0.1204
H13 2.7770 4.8416 0.7904
H14 2.8837 3.6326 -1.9924
H15 2.8132 5.3715 -1.8469
H16 0.6433 6.3605 -1.8672
H17 -1.8321 6.1188 -1.5419
H18 -2.7239 3.9727 -0.6717
H19 -2.1927 2.1303 0.7012
H20 -1.0222 0.0437 0.9994
H21 0.2542 0.4894 -0.1181
H22 0.0544 1.3709 1.4170
H23 -2.9990 1.8463 -1.5946
H24 -2.7789 0.3150 -0.7967
H25 -0.8611 -0.2666 -2.1107
H26 -0.5718 1.3972 -2.6095
H27 -1.9447 0.5194 -3.2569
H28 1.0728 2.3415 -0.4501
O1 -4.8754 -1.8176 -0.9685
S1 -4.8711 -2.0827 0.4399
O2 -3.7889 -2.8319 1.0026
O3 -6.2518 -2.7039 0.8729
C17 -6.7341 -3.8716 0.1459
C18 -6.0304 -5.1449 0.5575
C19 -5.0324 -0.5697 1.3289
H29 -6.6395 -3.6737 -0.9219
H30 -7.7916 -3.9030 0.3947
H31 -4.9826 -5.1416 0.2620
H32 -6.5209 -5.9911 0.0771
H33 -6.0808 -5.2796 1.6374
H34 -5.8618 -0.0034 0.9146
H35 -4.0950 -0.0318 1.2042
H36 -5.1969 -0.7989 2.3781
O4 3.2476 -2.5017 0.6964
S2 2.7556 -3.8470 0.7867
O5 2.4650 -4.5542 -0.4202
O6 1.4775 -3.8411 1.7324
C20 0.4505 -2.8683 1.4337
C21 -0.4314 -3.2772 0.2741
C22 3.8041 -4.8157 1.8080
H37 0.9344 -1.9038 1.2618
H38 -0.1242 -2.7985 2.3553
H39 0.1240 -3.3098 -0.6626
H40 -1.2562 -2.5711 0.1683
H41 -0.8554 -4.2650 0.4468
H42 3.9958 -4.2753 2.7303
H43 4.7250 -4.9669 1.2492
H44 3.3159 -5.7674 1.9983

Properties
Net charge: +1
Lowest unoccupied orbital energy: -3.73 eV
E_tot: -58966.38959 eV
Orbital gap: 8.64 eV



[5]
Molecular formula: C22H45AlN2OP3
Method: DFT, ωB97M-V/def2-TZVPD

Atoms and positions in Å:
Al1 1.7671 -2.8350 -0.3404
P1 -0.3013 2.3051 2.3514
P2 1.3912 -2.6781 1.9045
P3 -1.3148 3.0162 -1.1771
H1 -0.2821 -4.3928 -0.5784
C1 0.4109 -3.8488 -1.2221
C2 1.7791 -4.3848 -1.4236
H2 2.0539 -5.3127 -0.9140
C3 -1.7294 2.7553 3.3356
C4 0.9750 1.6022 3.3905
C5 0.3527 3.7468 1.5052
C6 1.2279 -4.3342 2.6482
C7 2.6913 -1.8553 2.8794
C8 -0.1615 -1.8546 2.3805
C9 -1.6392 2.1537 -2.7654
C10 -0.9989 4.7129 -1.8195
C11 -3.0453 3.2140 -0.5641
H3 -0.1019 -3.3299 -2.0335
H4 2.2542 -4.2941 -2.4022
H5 -1.4345 3.5524 4.0335
H6 -2.0712 1.8772 3.8989
H7 -2.5411 3.1089 2.6872
H8 1.0529 2.2106 4.3029
H9 1.9407 1.6192 2.8648
H10 0.7277 0.5697 3.6671
H11 -0.4392 4.4774 1.2935
H12 0.8367 3.4520 0.5634
H13 1.1018 4.2095 2.1627
H14 1.7991 -4.3640 3.5864
H15 1.6243 -5.0931 1.9616
H16 0.1729 -4.5606 2.8519
H17 2.8002 -2.3563 3.8516
H18 2.4608 -0.7919 3.0404
H19 3.6466 -1.9308 2.3417
H20 -0.1896 -1.6686 3.4647
H21 -1.0127 -2.4935 2.1120
H22 -0.2932 -0.9053 1.8482
H23 -1.8846 2.8785 -3.5522
H24 -2.4519 1.4279 -2.6406
H25 -0.7217 1.6139 -3.0355
H26 -1.6201 4.8985 -2.7061
H27 0.0645 4.7829 -2.0945
H28 -1.2125 5.4523 -1.0349
H29 -3.7446 2.8119 -1.3019
H30 -3.2515 4.2761 -0.3802
H31 -3.1500 2.6409 0.3651
C12 -2.4797 -0.6251 -0.1308
C13 -3.5561 -1.3913 0.4388
C14 -4.3066 -2.2337 -0.3545
C15 -3.9822 -2.4214 -1.7049
C16 -2.8435 -1.8092 -2.2500
C17 -2.0546 -0.9912 -1.4613
O1 -1.9702 0.3842 0.4836
H32 -0.7631 1.3238 1.3997
H33 -3.7836 -1.2083 1.4900
H34 -5.1644 -2.7531 0.0858
H35 -4.6133 -3.0507 -2.3369
H36 -2.5701 -1.9718 -3.2969
H37 -1.1427 -0.5269 -1.8343
C18 4.0592 1.9231 -0.9227
C19 3.3031 0.7440 -1.3855
C20 2.7676 0.4209 -2.6264
C21 2.1636 -0.8321 -2.5115
N1 2.3257 -1.2563 -1.2319
N2 3.0275 -0.2808 -0.5811
C22 1.4362 -1.5904 -3.5363
H38 5.1176 1.8547 -1.2134
H39 3.6514 2.8317 -1.3816
H40 4.0167 2.0370 0.1670
H41 2.8019 1.0189 -3.5202
H42 3.2870 -0.3556 0.4001
H43 0.3596 -1.3493 -3.5283
H44 1.8218 -1.2968 -4.5261
H45 1.5527 -2.6759 -3.4374

Properties
Net charge: +3
ΔE to the lowest compared entry with this formula, charge and spin: 0.0 kcal/mol
Lowest unoccupied orbital energy (spin up / spin down): -9.74 / -10.93 eV
E_tot: -63008.74560 eV
Orbital gap (spin up / spin down): 5.42 / 4.24 eV



[6]
Molecular formula: C22H45Cl3CsN4NaO4P2S
Method: DFT, ωB97M-V/def2-TZVPD

Atoms and positions in Å:
C1 0.4332 0.5452 4.6047
C2 0.5710 -0.7734 3.7125
C3 0.3973 -2.0641 4.6578
P1 -0.6151 -3.4422 3.8485
N1 0.5405 -3.4918 2.3314
C4 -0.1179 -3.6462 1.3452
O1 -0.7657 -4.0052 0.4172
C5 0.4054 -4.8609 4.7006
Cl1 2.0539 -4.9544 3.8984
C6 0.6644 -4.8589 6.2609
C7 -0.3133 -4.0959 7.1781
Cl2 2.3635 -4.3708 6.7765
O2 1.8596 -0.9362 3.0430
C8 2.9186 -0.2057 3.6831
C9 4.3202 -0.7770 3.0922
C10 4.3560 -1.4976 1.9345
C11 5.5815 -1.9999 1.4676
C12 6.7717 -1.7907 2.1519
C13 6.7630 -1.0455 3.3375
C14 5.6043 -0.5286 3.8480
H1 0.7781 1.4639 4.1125
H2 0.8960 0.3878 5.6071
H3 -0.6484 0.6711 4.8070
H4 -0.1943 -0.7241 2.9289
H5 -0.1772 -1.6954 5.5259
H6 1.4499 -2.3684 4.9246
H7 -1.4460 -4.4255 3.1675
H8 -1.4027 -2.3806 3.1667
H9 -1.6322 -3.4107 4.8896
H10 -0.0690 -5.8146 4.4318
H11 0.6326 -5.9031 6.5889
H12 -0.2392 -4.5539 8.1767
H13 -0.0531 -3.0343 7.2786
H14 -1.3625 -4.2202 6.8776
H15 2.9970 -0.3916 4.8099
H16 2.8941 0.8879 3.3992
H17 3.4646 -1.7076 1.3484
H18 5.6255 -2.5878 0.5519
H19 7.7133 -2.2049 1.7970
H20 7.6934 -0.8771 3.8793
H21 5.6019 0.0682 4.8096
C15 -2.6029 -1.8413 -0.0482
S1 -1.2635 -0.6562 0.0036
O3 -1.6491 0.4082 1.0057
C16 -1.5415 0.0380 -1.6257
H22 -2.6321 -2.3646 0.9060
H23 -3.5482 -1.3193 -0.2152
H24 -2.4162 -2.5576 -0.8452
H25 -2.5545 0.4368 -1.6924
H26 -1.3921 -0.7383 -2.3749
H27 -0.8236 0.8405 -1.7853
Na1 -2.5447 0.8146 2.7852
Cs1 3.2622 -0.8476 6.2844
O4 -2.9067 5.8878 -5.9630
P2 -2.6941 4.4020 -6.1756
N2 -2.2797 4.0387 -4.5385
C17 -1.3375 3.0602 -4.0585
C18 -3.3554 4.2181 -3.5708
N3 -1.3057 4.5744 -7.2057
C19 0.0208 4.7278 -6.6292
C20 -1.4926 5.5729 -8.2581
N4 -2.8036 2.7402 -6.6393
C21 -4.0014 2.0200 -6.2185
C22 -1.7989 1.9003 -7.2591
H28 -1.7474 2.0364 -4.0584
H29 -1.0418 3.2909 -3.0312
H30 -0.4067 3.0551 -4.6203
H31 -4.0099 3.3355 -3.5229
H32 -3.9727 5.0799 -3.8264
H33 -2.9563 4.4068 -2.5702
H34 0.0455 5.4590 -5.8115
H35 0.7365 5.0437 -7.3898
H36 0.4054 3.7705 -6.2698
H37 -1.3464 6.5949 -7.8938
H38 -2.4982 5.5090 -8.6783
H39 -0.7920 5.3911 -9.0770
H40 -3.8028 1.3849 -5.3462
H41 -4.3922 1.3915 -7.0219
H42 -4.7990 2.7164 -5.9524
H43 -1.0035 1.6310 -6.5577
H44 -1.3546 2.3633 -8.1356
H45 -2.2444 0.9668 -7.6142
Cl3 2.5280 -7.1616 6.1276

Properties
Lowest unoccupied orbital energy: -2.01 eV
E_tot: -109627.25988 eV
Orbital gap: 3.06 eV



- Among the records above, which one has the lowest E_tot?
  C22H45Cl3CsN4NaO4P2S